# 1
Here is a structure of composition C20H34N3O10SW from the Open Molecules 2025 dataset. Energies are from the ωB97M-V functional and the def2-TZVPD basis.

```
! RIJCOSX wB97M-V def2-TZVPD def2/J DEFGRID3
* xyz 3 3
W -0.08 -0.09 0.69
C -1.56 -2.75 -0.74
C -0.06 -2.90 -0.81
O 0.44 -1.56 -0.97
C 1.52 -1.32 -1.88
C 1.80 0.18 -1.75
O 0.60 0.83 -1.25
C -0.41 0.94 -2.30
C -1.64 1.55 -1.67
O -1.76 0.97 -0.35
C -3.06 0.49 0.07
C -3.12 -0.97 -0.33
O -1.84 -1.56 0.04
H -1.96 -2.60 -1.74
H -2.04 -3.62 -0.29
H 0.37 -3.34 0.10
H 0.23 -3.52 -1.66
H 2.40 -1.91 -1.61
H 1.19 -1.60 -2.89
H 2.58 0.37 -1.02
H 2.09 0.63 -2.69
H -0.02 1.57 -3.10
H -0.62 -0.06 -2.68
H -1.55 2.63 -1.56
H -2.52 1.33 -2.27
H -3.11 0.64 1.14
H -3.86 1.07 -0.41
H -3.93 -1.49 0.18
H -3.25 -1.08 -1.41
C 3.71 -2.74 2.21
O 2.34 -2.87 2.72
C 1.41 -2.14 2.25
O 1.53 -1.31 1.31
N 0.18 -2.35 2.78
N -0.72 -1.29 2.50
H 4.29 -3.42 2.82
H 4.04 -1.71 2.34
H 3.72 -3.05 1.17
H 0.10 -2.81 3.67
H -0.71 -0.62 3.27
H -1.65 -1.68 2.37
C 2.29 6.33 5.89
C 2.26 5.02 5.17
C 3.39 4.53 4.51
C 3.37 3.32 3.86
C 2.18 2.58 3.87
C 1.03 3.03 4.52
C 1.08 4.25 5.17
S 2.16 1.05 3.10
O 1.19 0.18 3.71
O 3.47 0.56 2.79
N 1.52 1.30 1.35
C 1.31 2.74 0.99
C -0.13 3.25 1.15
C -1.07 2.46 2.04
O -1.92 2.95 2.71
O -0.93 1.11 1.99
H 3.28 6.76 5.91
H 1.94 6.21 6.92
H 1.61 7.04 5.41
H 4.30 5.11 4.53
H 4.26 2.94 3.37
H 0.14 2.43 4.56
H 0.21 4.61 5.69
H 2.39 1.02 0.89
H 1.62 2.86 -0.05
H 1.98 3.34 1.59
H -0.62 3.30 0.18
H -0.12 4.27 1.53
*
```

As for the total energy: -2163.4764 hartree. The HOMO-LUMO gap (alpha / beta) comes out at 8.5409 / 7.0680 eV. As for the HOMO energy (alpha / beta): -17.00 / -17.01 eV.


# 2
Here is a structure of composition C20H35BF2MnN7O2 from the Open Molecules 2025 dataset. Energies are from the ωB97M-V functional and the def2-TZVPD basis.

```
! RIJCOSX wB97M-V def2-TZVPD def2/J DEFGRID3
* xyz 3 2
Mn -0.11 0.30 0.75
N 1.41 -3.92 -0.51
C 0.08 -4.02 -1.24
C -1.11 -3.74 -0.32
C -1.81 -2.37 -0.37
N -1.38 -1.41 0.70
C -1.79 -1.74 -1.75
C -0.47 -1.80 -2.51
N 0.59 -0.81 -2.08
C 0.09 -3.22 -2.56
H 1.40 -4.52 0.32
H 1.68 -2.95 -0.21
H 2.17 -4.27 -1.10
H 0.05 -5.07 -1.52
H -0.88 -4.03 0.71
H -1.87 -4.46 -0.63
H -2.86 -2.59 -0.14
H -1.14 -1.93 1.54
H -2.23 -0.91 0.97
H -2.18 -0.72 -1.70
H -2.50 -2.29 -2.37
H -0.70 -1.51 -3.54
H 1.08 -0.52 -2.93
H 1.32 -1.27 -1.50
H 1.08 -3.24 -3.02
H -0.54 -3.78 -3.25
O 2.29 -1.39 -0.13
C 1.89 -0.48 0.62
O 1.19 -0.88 1.81
C 2.44 0.90 0.73
C 3.73 1.33 0.54
C 3.95 2.70 0.71
C 2.89 3.54 1.03
C 1.62 3.00 1.17
N 1.40 1.70 1.03
H 4.52 0.65 0.29
H 4.94 3.11 0.58
H 3.04 4.60 1.16
H 0.76 3.63 1.38
C -2.60 1.59 4.48
C -2.03 0.41 3.72
N -1.17 0.94 2.62
C -1.89 1.84 1.76
N -1.44 1.76 0.54
C -1.92 2.70 -0.47
C -2.56 3.91 0.19
C -3.55 3.47 1.25
N -2.87 2.59 2.22
C -3.46 2.46 3.56
H -1.78 2.18 4.91
H -3.21 1.25 5.32
H -2.81 -0.20 3.28
H -1.41 -0.23 4.35
H -0.42 1.48 3.05
H -2.64 2.19 -1.12
H -1.08 3.00 -1.10
H -3.07 4.52 -0.56
H -1.80 4.54 0.65
H -4.40 2.94 0.82
H -3.94 4.32 1.81
H -4.45 2.02 3.44
H -3.58 3.46 3.97
F 2.98 -0.52 3.28
B 1.73 -0.83 3.10
F 0.90 -1.08 4.08
C 0.18 0.41 -1.29
H 0.96 1.15 -1.50
H -0.74 0.78 -1.75
*
```

As for the total energy: -2691.7175 hartree. The HOMO-LUMO gap (alpha / beta) comes out at 8.6581 / 8.5187 eV. As for the HOMO energy (alpha / beta): -17.30 / -16.80 eV.


# 3
Here is a cluster of 7 separate species, C20H35Br2F3O30S7 in total in a non-equilibrium geometry from the Open Molecules 2025 dataset. Energies are from the ωB97M-V functional and the def2-TZVPD basis.

```
! RIJCOSX wB97M-V def2-TZVPD def2/J DEFGRID3
* xyz 0 1
O -3.30 -1.92 2.12
C -3.57 -0.71 1.81
O -4.45 0.03 2.63
C -3.81 1.30 3.07
C -2.69 0.96 4.17
C -1.61 2.13 4.42
C -1.05 2.84 3.10
F -1.98 3.84 2.57
Br 0.55 3.92 3.70
C -0.50 1.83 1.95
F -1.37 1.85 0.78
F -0.19 0.51 2.41
Br 1.25 2.59 1.28
H -3.01 -0.30 0.88
H -4.65 1.91 3.58
H -3.44 1.86 2.14
H -2.11 -0.01 4.00
H -3.26 0.82 5.17
H -2.13 2.93 5.08
H -0.73 1.74 5.07
C 4.50 6.84 0.25
C 4.83 6.74 -1.23
O 4.38 5.45 -1.62
S 3.07 5.05 -0.74
O 1.90 5.35 -1.51
O 3.31 3.76 -0.14
O 3.24 6.19 0.40
H 5.23 6.30 0.86
H 4.44 7.88 0.59
H 5.90 6.85 -1.42
H 4.28 7.48 -1.81
C -1.54 -4.32 -0.12
C -0.58 -3.24 0.35
O 0.61 -3.93 0.71
S 0.78 -5.23 -0.26
O 1.67 -4.90 -1.33
O 0.96 -6.39 0.58
O -0.74 -5.26 -0.84
H -2.00 -4.84 0.72
H -2.33 -3.92 -0.77
H -0.98 -2.68 1.20
H -0.34 -2.55 -0.47
C -3.95 -4.63 3.57
C -2.97 -5.65 4.12
O -2.76 -5.26 5.48
S -4.13 -4.60 6.05
O -4.85 -5.60 6.78
O -3.81 -3.32 6.61
O -4.87 -4.37 4.63
H -3.44 -3.69 3.31
H -4.48 -5.00 2.69
H -2.02 -5.66 3.58
H -3.40 -6.65 4.12
C 3.64 -5.01 -5.80
C 4.61 -6.03 -5.24
O 4.82 -5.64 -3.88
S 3.46 -4.96 -3.31
O 2.73 -5.96 -2.58
O 3.79 -3.68 -2.76
O 2.72 -4.74 -4.74
H 4.15 -4.08 -6.05
H 3.10 -5.38 -6.68
H 5.56 -6.05 -5.78
H 4.17 -7.04 -5.24
C 2.31 5.75 -6.90
C 3.08 4.56 -6.36
O 3.64 5.00 -5.12
S 2.64 6.08 -4.44
O 1.84 5.40 -3.47
O 3.39 7.27 -4.14
O 1.72 6.37 -5.75
H 2.99 6.48 -7.36
H 1.54 5.46 -7.61
H 3.86 4.22 -7.04
H 2.41 3.72 -6.14
C -7.84 1.67 -0.80
C -7.15 0.32 -0.65
O -5.88 0.48 -1.28
S -5.39 2.02 -1.09
O -4.49 2.07 0.03
O -5.06 2.55 -2.38
O -6.81 2.64 -0.62
H -8.26 1.79 -1.80
H -8.63 1.81 -0.06
H -7.71 -0.49 -1.12
H -6.97 0.08 0.40
C 4.04 -2.08 1.58
C 4.64 -1.41 2.81
O 4.68 -0.02 2.49
S 3.43 0.34 1.52
O 2.37 0.88 2.33
O 3.93 1.00 0.36
O 3.03 -1.18 1.12
H 4.79 -2.19 0.79
H 3.61 -3.05 1.82
H 5.64 -1.78 3.04
H 4.00 -1.53 3.68
*
```

As for the total energy: -11274.7805 hartree. The HOMO-LUMO gap comes out at 8.8377 eV. As for the HOMO energy: -8.44 eV.